C30H83N7O8 | ωB97M-V/def2-TZVPD

```
128
Properties=species:S:1:pos:R:3:forces:R:3
C -12.2461 4.3847 20.6552 0.20 -0.22 0.34
C -10.8577 1.2145 19.0585 0.63 -0.64 1.07
H -15.9449 5.3274 30.0648 -0.08 0.32 -0.01
C -16.8883 5.1086 29.5516 0.80 0.65 0.50
C -11.6913 3.9482 30.6952 0.59 -0.38 -0.61
H -10.2341 4.5386 27.7284 0.28 -0.46 0.32
H -9.4846 4.9697 21.4747 0.38 -0.06 0.51
H -12.7361 -5.4217 29.7673 -0.13 -0.16 -0.18
O -9.5937 -3.6120 22.9454 0.06 -0.16 0.14
C -13.3257 4.2240 26.8507 0.05 0.60 0.61
C -10.2138 3.6015 30.5030 -0.06 0.20 -0.36
H -13.0650 0.7924 25.8415 0.08 0.05 -0.05
H -8.5003 -0.8352 26.0723 -0.25 0.28 -0.26
C -12.0280 3.0828 25.2863 0.18 -0.04 -0.71
H -14.4204 -4.0400 30.1438 -0.10 0.05 0.14
H -16.6243 4.2151 28.9863 -0.78 -0.21 -0.03
H -18.0457 5.8771 31.2349 0.22 0.17 -0.25
H -15.3069 -1.8176 26.6175 -0.01 0.16 -0.03
H -10.5711 4.0241 22.4981 -0.31 0.03 -0.02
H -10.8596 -3.8979 25.4046 0.39 -0.23 -0.30
H -14.4644 -0.1849 19.2008 -0.05 0.07 0.04
H -11.7145 3.9932 24.7569 -0.18 0.12 0.07
H -11.8734 -0.4506 20.7181 0.16 0.37 0.01
H -17.1229 3.8297 32.0960 0.26 0.24 -0.41
H -8.3491 4.5962 30.2783 0.15 0.32 0.13
C -14.5978 -1.8426 27.4408 0.33 -0.59 0.35
C -9.3936 4.9077 30.4214 -0.05 -0.93 0.25
N -10.8243 1.7556 23.6044 -0.08 0.80 0.86
H -8.4648 4.8143 28.0252 0.01 -0.14 0.26
H -19.2401 4.1177 29.0618 0.02 -0.13 0.04
H -11.8401 -0.0978 24.9922 0.07 -0.04 -0.33
O -11.3871 5.4036 21.1113 -0.29 0.22 0.04
C -12.3780 -4.7720 28.9600 -0.38 -0.07 -0.04
C -13.9297 -0.4809 20.1090 -0.26 0.00 -0.62
H -9.5996 4.5992 24.4473 -0.35 0.18 0.04
H -15.4249 0.3462 21.4665 -0.08 0.15 -0.38
O -9.8015 5.7493 29.3689 0.33 -0.10 0.05
H -9.5009 8.1477 23.3651 -0.17 -0.20 0.30
C -10.0550 -3.3120 25.8516 -0.59 0.00 0.05
H -13.5840 -1.8649 27.0399 0.02 0.13 0.03
N -17.8459 3.7775 31.3825 0.14 -0.50 0.83
C -10.2948 6.0661 23.1578 1.00 0.64 1.10
H -12.1315 -1.1414 19.1270 0.02 0.03 -0.10
H -9.5062 5.4548 31.3565 0.09 0.09 -0.01
C -9.8674 -3.0780 21.6798 0.55 -0.04 -0.86
H -12.7238 3.9606 27.7275 -0.08 -0.30 0.05
H -14.5603 -3.9687 27.6472 -0.16 0.00 -0.08
H -10.0718 -3.8927 20.9828 -0.15 -0.09 0.20
H -8.8019 2.3976 31.4246 0.06 0.36 -0.12
H -14.0409 1.4336 21.1031 0.00 0.04 0.10
H -11.3099 -4.9553 28.8574 0.09 0.48 0.08
H -21.9080 5.0914 29.6156 0.02 -0.18 -0.37
H -12.9362 5.2053 26.5484 0.04 -0.13 -0.52
H -11.2321 2.8848 26.0187 -0.18 -0.25 0.25
H -10.6417 2.1631 18.5782 -0.46 -0.04 -0.32
H -10.4831 -2.3098 25.9382 0.38 0.18 -0.02
O -12.2299 0.9138 19.1554 0.15 0.54 -0.11
C -14.0401 -3.2046 29.5428 0.03 -0.28 -0.28
H -8.7703 2.7968 25.2857 -0.05 -0.29 -0.09
H -8.7149 2.4939 27.0147 0.14 -0.09 0.11
H -14.7016 -0.9560 28.0691 -0.10 0.08 -0.08
H -13.9105 -0.0069 22.1759 0.28 0.29 -0.01
H -9.9257 -3.6928 26.8670 0.04 0.03 0.02
H -17.1167 5.9440 28.8869 0.17 -0.07 -0.14
H -7.3076 0.8754 24.8332 0.15 -0.09 0.05
H -19.6917 5.7855 29.4521 0.34 0.07 -0.12
H -8.4702 5.5693 23.9317 -0.06 0.30 0.08
H -8.9828 -2.5684 21.2735 -0.05 0.07 0.06
H -13.0194 4.1780 21.4022 -0.12 -0.08 -0.05
O -20.3659 4.4070 30.7673 0.27 -0.24 0.47
H -14.0108 -2.4671 19.6010 -0.13 0.08 -0.08
C -14.8622 -3.1145 28.2597 -0.12 0.05 -0.63
C -8.7309 -2.7918 23.7155 -1.00 0.28 -0.14
C -8.1586 2.3746 26.0849 0.32 0.13 -0.13
H -12.7079 4.7058 19.7247 -0.05 0.13 0.02
C -12.4456 -0.3168 19.7846 -0.33 -0.62 0.11
N -9.7417 2.7493 31.5798 0.55 -0.11 0.76
H -16.5589 -4.0205 29.0306 0.23 -0.19 -0.36
H -14.1255 -2.2822 30.1186 0.09 0.04 0.06
H -13.7966 -2.2246 21.1770 -0.15 0.10 0.07
H -13.4811 0.2406 24.2836 0.29 -0.29 -0.25
C -12.1388 1.9683 24.2656 0.27 -1.27 -0.91
H -10.8788 0.9840 22.9510 -0.14 -0.05 0.01
N -7.7834 -2.5302 25.9294 0.84 0.13 0.28
H -7.2457 2.9765 26.1082 -0.11 0.14 0.20
H -10.3005 0.3885 18.5990 -0.10 0.15 -0.42
H -12.0362 4.4124 29.7724 -0.20 0.10 0.12
C -21.5638 4.1599 30.0832 -0.44 0.34 0.06
H -22.3569 3.8782 30.7757 0.29 -0.08 0.29
C -12.6340 0.6325 24.8445 -0.86 0.51 1.19
H -12.2658 3.0369 30.8637 -0.15 0.10 0.12
H -10.0246 3.0924 29.5475 -0.52 0.06 -0.18
O -12.6637 -3.4293 29.2802 0.44 0.36 0.16
H -10.2842 1.9035 31.7040 -0.40 0.24 -0.16
H -7.6605 -2.9216 26.8602 -0.49 -0.04 0.00
H -11.2479 6.3281 23.6240 -0.29 -0.42 -0.32
O -8.8589 0.0768 25.9372 0.29 -0.24 0.30
H -18.6904 3.6470 31.9359 -0.05 -0.05 -0.34
H -9.1474 -1.7747 23.7093 0.25 0.11 0.19
N -14.3062 -1.8716 20.3686 0.38 -0.11 0.23
H -8.3318 -4.3641 25.0854 -0.32 -0.10 -0.17
H -10.7049 -2.3750 21.6281 -0.06 0.02 0.43
H -14.3561 4.3924 27.1568 -0.06 -0.24 0.02
N -9.4351 5.5903 24.2657 0.51 -0.49 -0.28
H -16.5842 -2.4527 29.0776 -0.09 0.14 -0.42
H -7.7256 -2.7617 23.2763 0.03 -0.07 0.03
H -12.8450 -5.0249 28.0035 -0.01 -0.36 0.11
C -8.7169 -3.3374 25.1255 0.32 -0.31 0.53
C -19.3494 4.8345 29.8849 0.00 0.39 -0.33
H -8.7852 7.1703 22.0829 -0.04 0.09 -0.12
H -12.8489 2.2588 23.4871 0.00 0.32 0.11
C -7.7351 0.9331 25.8433 -0.44 0.58 -0.34
H -21.4598 3.3483 29.3577 0.07 0.14 -0.20
O -13.2967 3.2308 25.8661 0.10 0.30 0.06
H -9.5557 6.0341 27.3587 0.29 0.23 0.30
H -10.2606 1.4275 24.3869 0.48 -0.25 -0.39
H -6.8316 -2.5907 25.5681 -0.23 0.15 -0.35
H -11.8074 4.6571 31.5122 -0.09 -0.10 0.14
H -6.9452 0.6884 26.5603 -0.10 -0.25 0.06
C -17.9858 4.9906 30.5894 -1.22 -0.87 0.01
H -10.4757 7.7524 21.9374 0.37 0.26 -0.21
C -10.4054 5.0185 22.0722 -0.29 0.13 -0.92
C -9.4696 5.2344 28.1007 -0.87 0.55 -1.03
C -9.7114 7.3808 22.6240 -0.54 -0.49 -0.49
H -10.4336 1.2750 20.0742 -0.02 0.16 0.00
N -16.3143 -3.2163 28.4507 -0.11 0.18 1.15
C -14.3558 0.4048 21.2626 0.02 -0.54 0.39
H -11.7035 3.4550 20.4605 0.02 -0.03 -0.01
```
Forces are in eV/Å.

Properties
E (hartree): -2177.86023
SMILES: COC[C@H](C)N.COC[C@H](C)N.COC[C@H](C)N.COC[C@H](C)N.COC[C@H](C)N.COC[C@H](C)N.COC[C@H](C)N.CCO
Energy relative to the best compared isomer or geometry (same formula, charge and spin) (eV): 1.044
Gap between HOMO and LUMO (eV): 9.40

C7H14 | ωB97M-V/def2-TZVPD

```
21
Properties=species:S:1:pos:R:3:forces:R:3
H 1.0283 1.0024 1.3559 -0.10 0.19 -0.57
C 0.8216 0.2031 -1.2902 -1.56 0.86 -0.03
C 0.2140 0.1754 3.1194 0.07 -1.39 0.04
H -1.3705 0.1424 1.0056 -0.54 -1.06 0.85
H -0.1591 -0.8435 3.3194 0.29 0.34 0.93
C 0.6698 0.0188 1.6464 -0.69 1.08 0.67
C -0.5009 -0.4766 0.7764 1.82 2.77 -1.95
H -0.5080 -1.5551 0.7454 -0.90 -0.24 0.51
H 0.9933 0.5140 3.8092 0.24 -0.61 -0.17
C -0.3778 -0.0482 -0.7473 0.35 -3.69 1.41
H -0.0377 1.0100 -3.0084 0.28 0.42 -0.67
H 1.5404 -0.6341 1.5431 -0.15 -0.15 0.35
H 1.4483 0.0268 -3.4121 -0.40 -0.36 -0.11
H -2.4358 0.0650 -1.3716 0.01 0.12 -0.37
C 0.9655 0.7204 -2.7253 1.20 -0.65 1.61
C -1.5974 -0.6372 -1.4552 -0.05 1.68 -0.60
H -1.3380 -0.7928 -2.4994 -0.40 -0.07 -0.18
H 1.7248 1.5065 -2.6327 -0.70 0.50 -0.42
H -2.0428 -1.5487 -1.0493 0.78 -0.11 0.28
H 1.5760 0.3180 -0.5241 0.64 0.19 -0.57
H -0.6139 0.8335 3.3949 -0.16 0.18 -1.01
```
Forces are in eV/Å.

Properties
E (hartree): -275.04702
SMILES: C/C=C(\C)CCC
Energy relative to the best compared isomer or geometry (same formula, charge and spin) (eV): 1.884
Gap between HOMO and LUMO (eV): 9.88

C3H5NO | ωB97M-V/def2-TZVPD

```
10
Properties=species:S:1:pos:R:3:forces:R:3
C 0.6128 0.5077 1.2097 0.37 -0.28 0.60
H -0.0223 -0.1171 1.8451 0.10 0.17 -0.06
H 1.1211 1.2544 1.8187 -0.15 0.06 0.07
H -0.0127 1.0174 0.4701 0.30 -0.05 0.12
O 0.3739 -0.3087 -1.8439 -0.18 0.22 0.01
H 1.3993 -0.1307 0.7826 -0.41 0.22 -0.19
C -0.6873 0.1111 -1.2075 -0.30 -0.23 -0.53
H 0.7694 0.4741 -2.2629 0.04 -0.22 0.06
N -2.1563 -1.7849 -0.1870 0.70 0.66 -0.33
C -1.3977 -1.0233 -0.6249 -0.48 -0.55 0.25
```
Forces are in eV/Å.

Properties
E (hartree): -247.17978
Energy relative to the best compared isomer or geometry (same formula, charge and spin) (eV): 3.468
Gap between HOMO and LUMO (eV): 9.00

C34H45N6S | ωB97M-V/def2-TZVPD

```
86
Properties=species:S:1:pos:R:3:forces:R:3
C -0.0249 -4.4114 -0.5950 -0.45 0.41 -0.80
H -1.7438 -0.8364 0.6528 -0.10 -0.53 0.08
C 1.9263 4.1842 0.6932 -0.08 0.12 -0.10
H 5.7819 1.1654 5.7940 0.00 0.00 -0.01
H 0.1820 -4.3066 0.4852 -0.02 -0.32 0.15
H 1.7110 2.5210 2.0837 0.03 0.03 -0.04
H 5.8023 8.4952 1.4412 0.02 0.01 0.00
C -1.5443 -4.1684 -0.8294 0.10 0.43 0.79
H -6.1209 3.5128 -1.1864 0.00 0.01 0.00
C 2.9697 0.7453 4.1336 -0.04 -0.01 -0.01
C 1.8369 -1.6175 1.7484 -0.42 -0.19 -0.14
H -4.4214 0.7896 -2.2476 -0.13 -0.12 -0.16
H 5.1620 -1.4025 5.1820 0.02 0.01 0.00
H -8.4331 0.2222 0.0223 -0.01 0.00 0.00
H -2.0129 -5.0729 -1.2127 -0.12 0.01 -0.26
H 0.1999 -5.4236 -0.9233 0.26 -0.16 0.21
C 0.4625 -2.0050 -0.7973 0.08 -0.62 -1.29
H 2.9790 -1.3525 3.9378 0.06 0.22 -0.14
C -0.3896 -5.4845 -4.3570 0.05 -0.01 0.05
C -1.1348 -5.6265 -5.5035 -0.02 -0.04 0.01
H -2.5793 -4.6886 0.9762 0.01 -0.02 0.20
H -1.1691 -4.3573 -7.3510 -0.01 0.01 0.01
H 2.0434 0.9274 3.6155 -0.01 -0.05 0.03
H 1.3988 5.3188 -1.0108 0.02 -0.02 -0.03
C 6.1306 7.4821 1.5985 -0.07 0.04 0.02
C -0.7775 -4.5579 -6.3666 -0.01 0.03 -0.05
H -0.0814 -2.1497 0.1406 0.20 0.33 0.32
C 2.3879 -0.9046 0.6106 0.35 0.32 0.04
H 2.2288 -0.9996 -1.5241 0.06 -0.22 -0.13
H 2.7534 4.7845 1.0310 0.03 -0.03 -0.02
C 4.6259 -0.4941 4.9661 -0.05 0.01 0.01
N 1.2202 4.5201 -0.4321 -0.03 -0.08 0.02
C 1.2990 -2.2436 2.6203 0.03 -0.06 0.04
H 1.0491 -4.0500 -3.7872 -0.44 0.16 0.42
H 0.6988 -2.9210 -6.0036 -0.02 0.01 -0.01
H -1.6616 -3.2274 1.1528 0.12 0.18 -0.05
H -5.1955 -1.6804 -1.6591 0.07 -0.38 0.12
H 1.0463 0.0256 -0.7847 0.02 0.13 0.14
H -0.2660 -1.5880 -1.5007 -0.23 0.11 0.16
H 8.0113 4.7941 1.8605 -0.01 -0.01 -0.01
C -9.1260 2.2190 -0.6932 -0.02 -0.01 0.00
C 7.2304 5.5350 1.8280 0.02 0.01 -0.01
N 5.2410 6.4970 1.9338 0.08 -0.03 -0.05
H 3.7618 2.6766 4.7809 0.00 0.01 0.00
H 4.2546 6.6275 2.0595 0.00 0.00 0.02
S 2.5659 -3.8566 -1.1125 -0.12 0.29 -0.30
C -2.5581 -0.7308 -0.0438 0.80 0.52 0.44
H 2.5298 0.1347 0.9169 0.02 0.12 -0.03
C 0.3091 2.6589 0.3506 -0.11 0.06 -0.11
C 0.8334 -3.4018 -1.3665 0.81 -0.20 0.84
N -3.4835 -1.6804 -0.3305 -0.13 -0.22 -0.44
C -8.2560 1.2209 -0.3383 0.05 -0.02 0.04
H -4.2086 -3.6138 -0.4696 -0.05 0.09 -0.24
C 0.1705 -3.8117 -5.7081 0.08 -0.04 0.05
H -0.3288 1.7985 0.4628 0.02 -0.02 0.00
C 1.5410 -0.9432 -0.6850 -0.23 0.32 0.23
N 3.4435 -0.5235 4.2843 0.10 -0.11 0.15
C -3.5992 -3.0274 0.2153 -0.27 0.00 0.35
H 0.8225 -2.8596 3.3378 -0.07 -0.05 0.15
C -7.0274 2.9697 -0.9806 0.05 -0.02 0.03
C -4.3457 -1.1579 -1.2574 -0.31 -0.16 -0.09
H -10.2012 2.1575 -0.6643 0.00 0.00 0.00
C -3.9555 0.1069 -1.5568 0.50 1.17 -0.03
H -6.1418 1.1661 -0.3290 0.02 -0.03 -0.11
C 3.8579 1.6042 4.7309 0.00 0.02 -0.03
H 8.2881 7.4351 1.2860 0.00 0.00 -0.01
H 3.3905 -1.2894 0.4342 0.06 -0.18 -0.11
C 7.3750 6.9171 1.5273 0.01 0.00 -0.01
C 5.9036 5.3067 2.0714 -0.10 -0.01 0.05
H -1.6921 -3.3598 -1.5426 0.12 -0.09 -0.34
H -1.8543 -6.4059 -5.6972 -0.01 0.00 0.01
H -0.4287 3.6755 -1.4929 0.00 -0.03 -0.01
H 2.8945 -3.6265 0.2027 -0.15 -0.23 0.09
H -4.1834 -2.9505 1.1354 0.08 -0.09 0.19
C -2.2968 -3.7707 0.4553 -0.13 -0.33 -0.14
C 0.2351 3.5920 -0.6494 0.03 0.07 0.02
N 0.3984 -4.3858 -4.4941 0.17 -0.06 -0.31
C 4.9137 0.8145 5.2608 0.03 -0.01 0.01
H -0.3561 -6.0728 -3.4558 -0.01 0.02 0.02
C 1.3775 3.0390 1.1992 0.15 -0.12 0.27
H 5.3755 4.4044 2.3301 0.02 -0.02 0.00
H -2.1976 1.2891 -0.7652 0.05 0.18 -0.04
H -8.7050 4.2869 -1.4468 0.00 0.00 0.00
C -8.3437 3.3322 -1.1023 0.00 0.02 -0.01
N -6.9847 1.6879 -0.5126 0.02 -0.02 0.03
C -2.7899 0.3961 -0.7827 -0.80 -0.50 -0.17
```
Forces are in eV/Å.

Properties
E (hartree): -2049.15120
Net charge: -1
Energy relative to the best compared isomer or geometry (same formula, charge and spin) (eV): 0.000
Gap between HOMO and LUMO (eV): 4.87